19
Properties=species:S:1:pos:R:3:forces:R:3 method="wB97M-V/def2-TZVPD" homo_energy_ev=-4.3 total_charge=-1 orbital_gap_ha=0.300 de_lowest_kcal_mol=8.71 energy_ha=-477.0881 spin_multiplicity=1
C -1.593294 -1.200013 0.639156 -0.30 1.05 -1.50
C -1.025311 -2.452655 -0.022083 -0.45 1.21 -0.72
C -0.867005 -0.883856 1.913705 -1.12 -2.02 2.54
O -1.069613 -1.579600 2.946846 0.20 0.77 -1.36
N -0.053355 0.146273 1.916248 1.43 1.44 1.07
H -1.509320 -0.314900 -0.079690 -0.17 -1.20 0.91
H -2.644285 -1.403621 0.878106 0.16 0.34 0.12
H -1.106751 -3.260932 0.636908 -0.26 -1.41 0.92
H 0.489507 0.394237 2.790925 -1.06 -0.68 -1.82
H 0.154574 0.556706 1.008103 0.52 0.33 -0.26
H 0.000418 -2.279729 -0.205386 1.28 0.11 -0.37
H -1.496077 -2.671346 -0.986173 -0.10 0.03 0.24
C 1.481751 2.737678 -1.910654 1.66 0.05 -1.49
C 1.572074 1.394584 -1.216169 0.26 -0.90 0.81
O 0.536325 0.802480 -0.843919 -2.31 0.49 0.18
O 2.670898 0.879606 -1.040425 2.21 0.21 -0.28
H 1.006967 2.532255 -2.877202 -0.22 0.27 0.11
H 2.525089 3.119454 -2.169474 -1.30 -0.42 0.56
H 0.927412 3.483376 -1.378829 -0.43 0.33 0.35